Formula: C4H11N3O
Source: the Open Molecules 2025 dataset
Level of theory: the ωB97M-V functional and the def2-TZVPD basis

HOMO-LUMO gap: 10.1 eV
strongest force on any atom: 2.20 eV/Å
DFT total energy: -398.4896 Ha
SMILES: C[C@@H](N)C(=O)NCN
relative energy (zero: lowest compared OMol25 entry of this formula, charge and spin): 40.54 kcal per mole

Positions of all 19 atoms, in Å:
1 C -0.930 1.559 -1.350
2 C -0.813 0.320 -0.489
3 N -1.766 -0.728 -0.930
4 C 0.624 -0.175 -0.584
5 O 1.248 0.031 -1.639
6 N 1.211 -0.781 0.479
7 C 0.569 -0.891 1.753
8 N 0.194 0.422 2.392
9 H -0.236 2.376 -1.020
10 H -1.853 2.171 -1.173
11 H -0.732 1.158 -2.363
12 H -1.075 0.531 0.514
13 H -2.726 -0.421 -0.773
14 H -1.583 -0.811 -1.918
15 H 2.223 -0.739 0.340
16 H 1.105 -1.536 2.491
17 H -0.387 -1.440 1.438
18 H 0.157 0.077 3.351
19 H 0.950 1.124 2.664

Here is what Mulliken gives for the atomic charges, in e: atom 1 (C): -1.366, atom 2 (C): 0.156, atom 3 (N): -0.653, atom 4 (C): 0.171, atom 5 (O): -0.663, atom 6 (N): -0.162, atom 7 (C): -0.482, atom 8 (N): -0.619, atom 9 (H): 0.292, atom 10 (H): 0.367, atom 11 (H): 0.294, atom 12 (H): 0.648, atom 13 (H): 0.264, atom 14 (H): 0.285, atom 15 (H): 0.296, atom 16 (H): 0.363, atom 17 (H): 0.318, atom 18 (H): 0.275, atom 19 (H): 0.217

Formula: C4H11N3O
Source: the Open Molecules 2025 dataset
Level of theory: the ωB97M-V functional and the def2-TZVPD basis

HOMO-LUMO gap: 4.2 eV
strongest force on any atom: 4.33 eV/Å
DFT total energy: -398.0578 Ha
relative energy (zero: lowest compared OMol25 entry of this formula, charge and spin): 311.44 kcal per mole

Positions of all 19 atoms, in Å:
1 C 0.465 0.352 0.519
2 N 1.568 1.125 -0.889
3 C 1.780 -0.160 -0.211
4 N 2.814 0.029 0.668
5 O 0.873 -1.654 -2.066
6 C -0.920 0.323 -0.259
7 N -1.801 1.000 0.559
8 C -2.857 0.225 1.093
9 H 0.290 -0.400 1.311
10 H 0.705 1.183 1.220
11 H 2.567 1.379 -0.964
12 H 3.233 -0.880 0.870
13 H 1.695 -1.148 -0.775
14 H -1.089 -0.656 -0.700
15 H -0.718 1.089 -1.051
16 H 1.009 -1.891 -2.985
17 H -2.571 -0.831 1.318
18 H -3.684 0.305 0.340
19 H -3.358 0.610 2.002

Here is what Mulliken gives for the atomic charges, in e: atom 1 (C): -0.838, atom 2 (N): -0.518, atom 3 (C): 0.597, atom 4 (N): -0.735, atom 5 (O): -0.881, atom 6 (C): -0.358, atom 7 (N): -0.218, atom 8 (C): -0.689, atom 9 (H): 0.421, atom 10 (H): 0.364, atom 11 (H): 0.289, atom 12 (H): 0.264, atom 13 (H): 0.468, atom 14 (H): 0.399, atom 15 (H): 0.315, atom 16 (H): 0.169, atom 17 (H): 0.314, atom 18 (H): 0.339, atom 19 (H): 0.299

Formula: C4H11N3O
Source: the Open Molecules 2025 dataset
Level of theory: the ωB97M-V functional and the def2-TZVPD basis

HOMO-LUMO gap: 9.9 eV
strongest force on any atom: 1.73 eV/Å
DFT total energy: -398.5024 Ha
SMILES: CNCC(=O)NCN
relative energy (zero: lowest compared OMol25 entry of this formula, charge and spin): 32.46 kcal per mole

Positions of all 19 atoms, in Å:
1 C 0.948 1.308 -1.668
2 N -0.047 1.233 -0.571
3 C 0.560 0.993 0.725
4 C 1.110 -0.404 0.935
5 O 2.287 -0.570 1.210
6 N 0.272 -1.471 0.822
7 C -0.996 -1.631 0.073
8 N -2.100 -0.844 0.499
9 H 1.930 1.409 -1.206
10 H 0.842 0.367 -2.210
11 H 0.779 2.120 -2.372
12 H -0.696 2.001 -0.537
13 H 1.403 1.676 0.873
14 H -0.203 1.135 1.473
15 H 0.629 -2.338 1.180
16 H -1.293 -2.664 -0.036
17 H -0.737 -1.313 -0.902
18 H -2.626 -1.160 1.293
19 H -2.064 0.152 0.420

Here is what Mulliken gives for the atomic charges, in e: atom 1 (C): -0.865, atom 2 (N): -0.245, atom 3 (C): -0.969, atom 4 (C): 0.619, atom 5 (O): -0.639, atom 6 (N): -0.198, atom 7 (C): -0.477, atom 8 (N): -0.481, atom 9 (H): 0.307, atom 10 (H): 0.214, atom 11 (H): 0.344, atom 12 (H): 0.216, atom 13 (H): 0.380, atom 14 (H): 0.449, atom 15 (H): 0.240, atom 16 (H): 0.413, atom 17 (H): 0.298, atom 18 (H): 0.200, atom 19 (H): 0.193

Formula: C4H11N3O
Source: the Open Molecules 2025 dataset
Level of theory: the ωB97M-V functional and the def2-TZVPD basis

HOMO-LUMO gap: 9.8 eV
strongest force on any atom: 3.21 eV/Å
DFT total energy: -398.3919 Ha
SMILES: C/N=N/N.C=COC
relative energy (zero: lowest compared OMol25 entry of this formula, charge and spin): 101.84 kcal per mole

Positions of all 19 atoms, in Å:
1 C 0.539 0.148 -2.690
2 N 1.507 -0.362 -1.746
3 N 1.095 -0.334 -0.559
4 N 1.845 -0.822 0.395
5 H 0.317 -0.638 -3.416
6 H 0.990 0.986 -3.230
7 H -0.390 0.471 -2.207
8 H 1.161 -1.034 1.256
9 H 2.725 -1.259 0.126
10 C -0.585 -0.989 1.868
11 C -1.275 -0.659 0.748
12 O -1.614 0.561 0.309
13 C -1.017 1.678 0.947
14 H -0.322 -0.243 2.599
15 H -0.674 -2.002 2.229
16 H -1.685 -1.416 0.092
17 H -1.371 2.556 0.410
18 H 0.072 1.622 0.873
19 H -1.317 1.736 1.996

Here is what Mulliken gives for the atomic charges, in e: atom 1 (C): -0.586, atom 2 (N): -0.963, atom 3 (N): 0.851, atom 4 (N): -0.582, atom 5 (H): 0.243, atom 6 (H): 0.247, atom 7 (H): 0.242, atom 8 (H): 0.341, atom 9 (H): 0.255, atom 10 (C): -1.290, atom 11 (C): 0.345, atom 12 (O): -0.308, atom 13 (C): -0.763, atom 14 (H): 0.345, atom 15 (H): 0.363, atom 16 (H): 0.354, atom 17 (H): 0.229, atom 18 (H): 0.327, atom 19 (H): 0.350

Formula: C4H11N3O
Source: the Open Molecules 2025 dataset
Level of theory: the ωB97M-V functional and the def2-TZVPD basis

HOMO-LUMO gap: 10.2 eV
strongest force on any atom: 1.67 eV/Å
DFT total energy: -398.5514 Ha
SMILES: CC(=O)NC(C)(N)N
relative energy (zero: lowest compared OMol25 entry of this formula, charge and spin): 1.75 kcal per mole

Positions of all 19 atoms, in Å:
1 C -2.082 1.413 1.268
2 C -1.410 0.364 0.406
3 O -2.020 -0.466 -0.244
4 N -0.064 0.403 0.470
5 C 0.834 -0.473 -0.305
6 C 0.781 -0.109 -1.787
7 N 2.127 -0.110 0.265
8 N 0.527 -1.870 -0.139
9 H -1.705 1.377 2.288
10 H -3.154 1.234 1.275
11 H -1.891 2.405 0.858
12 H 0.538 1.070 0.998
13 H -0.250 -0.160 -2.126
14 H 1.158 0.900 -1.930
15 H 1.388 -0.809 -2.354
16 H 2.871 -0.392 -0.363
17 H 2.280 -0.606 1.138
18 H -0.374 -2.066 -0.565
19 H 0.446 -2.106 0.846

Here is what Mulliken gives for the atomic charges, in e: atom 1 (C): -1.229, atom 2 (C): 0.729, atom 3 (O): -0.624, atom 4 (N): -0.280, atom 5 (C): 1.033, atom 6 (C): -1.778, atom 7 (N): -0.736, atom 8 (N): -0.708, atom 9 (H): 0.336, atom 10 (H): 0.339, atom 11 (H): 0.298, atom 12 (H): 0.319, atom 13 (H): 0.399, atom 14 (H): 0.391, atom 15 (H): 0.437, atom 16 (H): 0.278, atom 17 (H): 0.211, atom 18 (H): 0.309, atom 19 (H): 0.276

Formula: C4H11N3O
Source: the Open Molecules 2025 dataset
Level of theory: the ωB97M-V functional and the def2-TZVPD basis

HOMO-LUMO gap: 10.8 eV
strongest force on any atom: 1.70 eV/Å
DFT total energy: -398.4479 Ha
SMILES: CCN(C)N.N#CO
relative energy (zero: lowest compared OMol25 entry of this formula, charge and spin): 66.70 kcal per mole

Positions of all 19 atoms, in Å:
1 C 0.407 -2.161 -0.035
2 C -0.594 -1.086 0.346
3 N 0.029 0.303 0.305
4 C -0.977 1.327 0.597
5 N 1.095 0.348 1.248
6 H 0.715 -2.041 -1.070
7 H 1.292 -2.085 0.591
8 H -0.031 -3.145 0.115
9 H -1.452 -1.091 -0.326
10 H -0.959 -1.263 1.368
11 H -1.787 1.267 -0.126
12 H -1.425 1.200 1.590
13 H -0.512 2.314 0.552
14 H 1.734 1.092 0.986
15 H 0.798 0.549 2.206
16 N -0.664 2.038 -2.895
17 C 0.139 1.437 -2.321
18 O 1.166 0.756 -1.993
19 H 1.026 0.241 -1.137

Here is what Mulliken gives for the atomic charges, in e: atom 1 (C): -1.233, atom 2 (C): -0.279, atom 3 (N): 0.068, atom 4 (C): -1.158, atom 5 (N): -0.711, atom 6 (H): 0.293, atom 7 (H): 0.329, atom 8 (H): 0.393, atom 9 (H): 0.331, atom 10 (H): 0.345, atom 11 (H): 0.382, atom 12 (H): 0.406, atom 13 (H): 0.345, atom 14 (H): 0.234, atom 15 (H): 0.237, atom 16 (N): -0.480, atom 17 (C): 0.554, atom 18 (O): -0.570, atom 19 (H): 0.511